{
  "formula": "C20H41EuN2OP3",
  "method": "ωB97M-V/def2-TZVPD",
  "elements": ["Eu", "P", "P", "P", "H", "C", "C", "H", "C", "C", "C", "C", "C", "C", "C", "C", "C", "H", "H", "H", "H", "H", "H", "H", "H", "H", "H", "H", "H", "H", "H", "H", "H", "H", "H", "H", "H", "H", "H", "H", "H", "H", "H", "H", "H", "H", "C", "C", "C", "C", "C", "C", "O", "H", "H", "H", "H", "H", "H", "N", "C", "C", "N", "C", "H", "H", "H", "H"],
  "xyz": [[1.4901, -2.0087, 0.7140], [1.1060, 2.3599, 0.2133], [-1.0437, 1.6323, 1.8349], [-2.3108, 0.4021, -2.2495], [1.9952, -4.8305, 0.6973], [2.0893, -4.3404, -0.2658], [2.8464, -3.2855, -0.7069], [3.5378, -2.6040, -0.1865], [2.8413, 2.6390, 0.7486], [0.6348, 4.1416, 0.3191], [1.3792, 2.3132, -1.6089], [-2.4020, 0.5936, 2.5194], [-0.1712, 1.9897, 3.4037], [-1.9247, 3.2613, 1.7780], [-2.2073, 0.0781, -4.0007], [-1.9412, 1.9763, -1.4392], [-3.6960, -0.2284, -1.3282], [1.5821, -4.9443, -1.0769], [2.9070, -3.2105, -1.8272], [3.4068, 1.7079, 0.6449], [2.8769, 2.9849, 1.7879], [3.2744, 3.4152, 0.1010], [0.5819, 4.4751, 1.3612], [-0.3115, 4.3544, -0.1886], [1.4407, 4.6832, -0.1832], [1.3378, 1.2733, -1.9632], [2.3787, 2.7289, -1.8013], [0.6420, 2.9230, -2.1520], [-3.0645, 1.2528, 3.1020], [-2.0198, -0.2015, 3.1765], [-2.9859, 0.1364, 1.7099], [-0.9520, 2.1378, 4.1621], [0.3987, 2.9209, 3.3048], [0.4967, 1.1825, 3.7134], [-2.8799, 3.1413, 2.2994], [-2.1066, 3.5905, 0.7448], [-1.3233, 4.0019, 2.3202], [-3.0133, 0.5589, -4.5625], [-2.2551, -1.0162, -4.1114], [-1.2218, 0.3769, -4.4132], [-2.0815, 2.8576, -2.0794], [-0.9264, 1.9468, -1.0695], [-2.6007, 2.0223, -0.5752], [-4.6133, -0.1712, -1.9379], [-3.9179, 0.3756, -0.4056], [-3.4928, -1.2688, -1.0628], [0.2164, -2.4045, -2.3630], [-0.4082, -3.3652, -1.4892], [-1.5232, -4.0657, -1.9354], [-1.9811, -3.9339, -3.2505], [-1.1505, -3.2867, -4.1745], [0.0009, -2.6272, -3.7655], [0.8573, -1.3581, -1.9349], [-1.1302, -0.2792, -1.8390], [0.1510, -3.8786, -0.7243], [-2.0264, -4.8040, -1.3194], [-2.9167, -4.4459, -3.4859], [-1.4201, -3.3367, -5.2446], [0.6870, -2.2058, -4.4787], [3.0968, -1.7570, 4.4953], [3.3863, -0.4554, 4.8486], [2.9474, 0.3227, 3.8106], [2.3730, -0.5151, 2.8381], [2.5247, -1.7544, 3.2809], [3.3443, -2.6151, 4.9950], [3.8693, -0.2319, 5.7869], [3.0342, 1.3893, 3.6913], [2.2872, -2.7171, 2.7974]],
  "forces_ev_per_angstrom": [[-2.413, 2.477, -0.573], [1.034, 2.179, -0.702], [-0.575, 0.993, 1.745], [2.109, -0.667, 1.055], [0.080, 0.493, 0.536], [1.456, -0.462, -2.269], [0.398, -2.847, -2.250], [0.100, -0.472, 0.230], [0.115, -0.685, 0.490], [-0.398, -0.187, 0.258], [-0.187, -0.711, -0.343], [-0.282, -0.716, -0.348], [0.415, -0.182, -0.065], [0.013, 0.039, -0.711], [-0.266, 0.434, -0.694], [-0.451, 0.779, -0.804], [-1.270, -0.028, 0.296], [0.894, 0.702, 1.056], [-0.037, 0.307, 1.309], [0.132, 0.231, 0.110], [0.033, -0.131, -0.191], [-0.173, -0.282, 0.193], [0.020, 0.033, -0.275], [0.236, 0.012, 0.135], [-0.133, -0.005, 0.025], [0.092, 0.246, -0.173], [-0.299, -0.175, 0.063], [0.237, -0.249, 0.275], [0.292, -0.276, -0.141], [-0.054, 0.223, -0.276], [0.052, 0.032, 0.307], [0.235, -0.003, -0.126], [-0.016, -0.222, 0.077], [-0.163, 0.120, 0.009], [0.171, 0.082, -0.185], [-0.060, 0.124, 0.573], [-0.272, -0.151, -0.335], [0.121, -0.100, -0.008], [-0.155, 0.258, 0.169], [-0.510, 0.035, 0.463], [-0.035, -0.154, 0.258], [-0.001, -0.062, -0.259], [-0.130, 0.198, -0.233], [0.277, -0.217, 0.163], [0.484, -0.598, -0.958], [-0.213, 0.031, -0.082], [-0.574, -0.586, -0.931], [-0.315, 0.348, -0.608], [-0.422, -0.203, -0.897], [-0.151, -0.110, 0.753], [-0.287, -0.476, -0.428], [-0.539, 0.318, 0.970], [1.080, -0.203, 1.816], [-0.630, -0.149, 0.042], [-0.309, 0.672, 0.846], [0.156, 0.140, 0.203], [0.453, 0.217, -0.404], [0.333, 0.030, 0.613], [0.029, 0.410, -0.134], [0.408, -0.498, 0.253], [-0.213, -0.445, -0.341], [-0.310, -1.239, -0.294], [0.208, -0.197, -0.651], [0.266, 0.368, 0.889], [-0.056, 0.650, 0.016], [-0.018, 0.104, -0.098], [-0.133, -0.076, -0.032], [0.122, 0.479, 0.622]],
  "mulliken_spin": [5.0638, 0.3039, 0.3526, -0.0021, -0.0044, -0.0339, -0.0016, -0.0004, 0.0567, 0.0335, 0.0682, 0.0966, 0.0213, 0.0417, 0.0001, 0.0274, 0.0030, 0.0004, -0.0025, -0.0015, -0.0049, 0.0167, -0.0027, 0.0012, 0.0035, -0.0037, 0.0093, -0.0046, 0.0166, 0.0012, -0.0039, 0.0048, 0.0001, 0.0015, 0.0035, 0.0011, -0.0037, 0.0000, -0.0001, 0.0000, 0.0004, -0.0383, -0.0024, 0.0000, -0.0022, -0.0001, -0.0090, 0.0035, -0.0001, -0.0009, -0.0003, -0.0004, -0.0116, 0.0052, -0.0025, -0.0001, 0.0002, -0.0001, 0.0002, 0.0011, -0.0004, -0.0011, -0.0009, -0.0011, -0.0001, 0.0002, -0.0006, 0.0029],
  "charge": 3,
  "e_lumo_ev": [-8.824, -10.622],
  "multiplicity": 7,
  "orbital_gap_ev": [5.92, 4.13]
}

{
  "formula": "C25H29FN4O",
  "method": "ωB97M-V/def2-TZVPD",
  "elements": ["C", "C", "N", "C", "C", "C", "N", "C", "C", "C", "C", "N", "C", "C", "C", "C", "C", "C", "C", "N", "C", "C", "C", "C", "C", "F", "C", "C", "C", "C", "O", "H", "H", "H", "H", "H", "H", "H", "H", "H", "H", "H", "H", "H", "H", "H", "H", "H", "H", "H", "H", "H", "H", "H", "H", "H", "H", "H", "H", "H"],
  "xyz": [[3.5063, 1.2177, 0.2159], [3.0478, 2.4826, 0.9350], [1.6671, 2.8275, 0.6905], [1.2420, 3.3521, -0.5865], [-0.2597, 3.6338, -0.4115], [-1.1389, 2.4810, -0.9331], [-0.6042, 1.8659, -2.1354], [-0.7623, 2.7240, -3.2920], [-1.1762, 0.5522, -2.3930], [-0.8597, -0.4473, -1.3288], [0.0848, -0.3424, -0.3338], [-0.0049, -1.4558, 0.4308], [0.7555, -1.7792, 1.5614], [0.9750, -3.1180, 1.8691], [1.7272, -3.4533, 2.9763], [2.2746, -2.4707, 3.7955], [3.1108, -2.8485, 4.9793], [2.0320, -1.1388, 3.4854], [1.2745, -0.7861, 2.3840], [-0.9495, -2.2750, -0.0153], [-1.4932, -1.6952, -1.0788], [-2.5975, -2.3465, -1.7702], [-2.8612, -2.1395, -3.1226], [-3.9245, -2.7733, -3.7391], [-4.7216, -3.6211, -2.9936], [-5.7656, -4.2367, -3.5933], [-4.4756, -3.8618, -1.6533], [-3.4125, -3.2221, -1.0496], [-0.4153, 3.7777, 1.1048], [0.7840, 3.0483, 1.6898], [0.9425, 2.7216, 2.8462], [4.5719, 1.0808, 0.3803], [2.9905, 0.3413, 0.5999], [3.3320, 1.2930, -0.8549], [3.1459, 2.3532, 2.0162], [3.6783, 3.3262, 0.6231], [1.7980, 4.2699, -0.8222], [1.4069, 2.6225, -1.3824], [-0.5323, 4.5568, -0.9267], [-1.1917, 1.7084, -0.1657], [-2.1631, 2.8622, -1.0941], [-0.2800, 3.6803, -3.1023], [-0.2803, 2.2614, -4.1527], [-1.8198, 2.9073, -3.5397], [-0.7494, 0.2095, -3.3432], [-2.2747, 0.6043, -2.5192], [0.8042, 0.4241, -0.1435], [0.5436, -3.8744, 1.2326], [1.8948, -4.4946, 3.2104], [4.1123, -3.1322, 4.6540], [2.6775, -3.6988, 5.5018], [3.2011, -2.0163, 5.6726], [2.4247, -0.3577, 4.1190], [1.0659, 0.2554, 2.1980], [-2.2209, -1.5014, -3.7093], [-4.1365, -2.6211, -4.7859], [-5.1126, -4.5373, -1.1042], [-3.1911, -3.3899, -0.0077], [-0.3457, 4.8197, 1.4249], [-1.3512, 3.3739, 1.4870]],
  "forces_ev_per_angstrom": [[-0.098, 0.244, 0.104], [0.224, -0.204, 0.140], [0.134, -0.117, -0.254], [0.078, 0.220, -0.278], [-0.048, -0.025, -0.077], [0.179, 0.065, 0.055], [-0.225, -0.203, 0.015], [0.070, -0.072, 0.043], [0.040, 0.011, -0.079], [0.020, -0.145, 0.190], [-0.179, -0.145, -0.338], [-0.256, 0.554, -0.616], [0.438, -0.300, 0.725], [-0.057, 0.099, -0.161], [-0.005, 0.166, 0.024], [-0.037, 0.044, 0.009], [0.051, -0.022, -0.042], [0.044, -0.151, -0.015], [-0.194, -0.110, -0.255], [-0.378, -0.596, -0.006], [0.717, 0.440, 0.370], [-0.315, -0.230, -0.101], [0.050, -0.040, 0.268], [-0.263, -0.166, -0.048], [0.093, 0.057, -0.008], [0.126, 0.072, 0.078], [-0.138, -0.067, -0.201], [0.051, 0.115, -0.140], [-0.035, 0.100, -0.064], [-0.365, 0.032, 0.023], [0.007, -0.034, 0.424], [0.114, -0.055, -0.028], [-0.033, -0.086, 0.003], [0.014, -0.052, -0.134], [0.027, 0.093, -0.118], [-0.057, -0.026, 0.081], [-0.017, -0.030, -0.004], [0.041, 0.136, 0.036], [0.070, -0.046, 0.029], [-0.093, 0.090, -0.004], [0.023, -0.061, 0.047], [0.017, 0.109, -0.066], [0.001, 0.039, -0.059], [-0.016, 0.030, 0.009], [-0.148, 0.051, 0.001], [0.088, -0.011, -0.079], [0.203, 0.215, 0.111], [-0.014, -0.067, -0.044], [0.008, -0.116, 0.017], [0.081, -0.023, 0.067], [0.015, -0.042, 0.091], [0.034, 0.017, 0.090], [0.032, 0.093, 0.091], [-0.049, 0.174, -0.031], [0.065, 0.086, -0.065], [-0.039, -0.010, -0.092], [-0.075, -0.063, 0.037], [-0.022, -0.019, 0.104], [-0.007, -0.010, 0.054], [0.007, -0.011, 0.069]],
  "nbo_charge": [-0.6175, -0.2184, -0.4425, -0.2253, -0.2245, -0.2322, -0.4463, -0.4106, -0.2321, -0.1242, -0.0452, -0.1799, 0.1978, -0.2160, -0.2061, -0.0220, -0.6260, -0.1951, -0.2458, -0.2592, 0.1216, -0.0816, -0.1727, -0.2838, 0.3933, -0.3265, -0.2797, -0.1524, -0.4903, 0.6872, -0.6313, 0.2185, 0.2151, 0.2042, 0.2344, 0.1850, 0.1835, 0.2275, 0.2116, 0.2155, 0.1779, 0.1985, 0.2036, 0.1693, 0.2067, 0.1817, 0.2340, 0.2355, 0.2106, 0.2193, 0.2173, 0.2164, 0.2167, 0.2324, 0.2115, 0.2283, 0.2299, 0.2342, 0.2342, 0.2337],
  "de_lowest_kj_mol": 0.0,
  "charge": 0,
  "smiles": "CCN1C[C@@H](CN(C)Cc2cn(-c3ccc(C)cc3)nc2-c2ccc(F)cc2)CC1=O",
  "e_lumo_ev": 0.671,
  "multiplicity": 1,
  "orbital_gap_ev": 8.67
}

E / eV: -73596.0090 -37121.8554